(1)
ORCA calculation (ωB97M-V with the def2-TZVPD basis set) on a cluster of 8 separate species, C30H68F6N6O10S2 in total in a non-equilibrium geometry.

Element x y z (Å)
C -3.7973 5.6617 -16.6292
C -3.7251 6.1207 -18.0561
O -3.5686 7.2558 -18.3465
N -4.0872 5.1094 -19.1776
H -4.6955 4.3508 -18.8590
H -4.7026 5.6285 -19.8010
C -2.8026 4.4269 -19.7177
H -3.3673 4.6842 -16.4206
H -4.8644 5.6294 -16.3846
H -3.3759 6.4804 -16.0504
H -3.1011 3.8640 -20.5976
H -2.3786 3.7811 -18.9551
H -2.1974 5.3005 -19.9597
C -3.6630 8.6636 -21.3967
C -4.8734 9.5781 -21.3467
O -4.7650 10.7487 -21.3082
N -6.2607 8.9669 -21.1401
H -6.9127 9.3397 -21.8362
H -6.1808 7.9955 -21.4388
C -6.6542 8.9255 -19.6744
H -3.9156 7.5986 -21.4339
H -2.9747 8.7060 -20.5541
H -3.0873 8.8790 -22.2939
H -7.6805 8.6701 -19.4249
H -6.4063 9.8774 -19.2038
H -5.9602 8.2668 -19.1512
C -2.9258 7.2419 -25.1704
C -2.3130 5.8975 -25.1723
O -1.9014 5.3870 -26.1665
N -2.2934 5.1298 -23.8808
H -3.2384 4.8119 -23.6793
H -1.9241 5.7473 -23.1326
C -1.4033 3.8665 -23.9082
H -2.5006 7.8906 -24.4031
H -3.9792 7.3721 -25.4080
H -2.4045 7.5851 -26.0706
H -0.3467 4.1113 -23.8941
H -1.6237 3.1800 -24.7221
H -1.6619 3.3313 -22.9955
C 2.6159 4.8317 -25.6608
C 3.2199 5.9140 -24.8016
O 3.9544 6.7452 -25.2210
N 3.3683 5.6137 -23.3097
H 3.7530 6.4771 -22.8931
H 2.4380 5.3810 -22.9439
C 4.5253 4.6550 -23.1554
H 3.1534 3.9112 -25.4268
H 2.8504 5.1059 -26.6862
H 1.5533 4.6437 -25.5148
H 5.3591 5.0201 -23.7507
H 4.1802 3.6772 -23.4808
H 4.8564 4.6789 -22.1195
C 4.2587 10.3569 -23.9992
C 2.6868 10.2096 -24.1656
C 2.2747 11.5675 -24.7700
N 0.9025 11.4562 -25.4498
C -0.1177 10.8941 -24.4508
C 0.8495 10.6638 -26.7483
C 0.9829 11.7314 -27.8235
C 0.1360 12.9022 -27.3830
C 0.4507 12.8888 -25.8681
H 4.6368 9.4845 -23.4781
H 4.5396 11.2496 -23.4425
H 4.5979 10.4783 -25.0270
H 2.2216 10.0048 -23.2053
H 2.5458 9.4351 -24.9188
H 2.8993 12.0074 -25.5471
H 2.2256 12.3204 -23.9830
H 0.0876 9.8310 -24.5685
H -1.0778 11.0623 -24.9352
H 0.0504 11.3465 -23.4807
H -0.1248 10.1900 -26.8399
H 1.7111 10.0056 -26.8286
H 0.6015 11.3187 -28.7595
H 2.0036 12.0499 -28.0382
H -0.9165 12.6922 -27.5853
H 0.3168 13.8918 -27.7953
H -0.3078 13.3324 -25.2254
H 1.3142 13.5435 -25.7451
C 3.0296 3.3137 -18.9803
C 2.4694 1.8826 -18.7980
C 3.4634 0.8198 -19.2515
N 3.4343 -0.4208 -18.3075
C 2.2122 -1.2783 -18.6530
C 4.6915 -1.2617 -18.6608
C 4.6938 -2.2833 -17.5219
C 4.2607 -1.5493 -16.2356
C 3.7507 -0.2027 -16.8248
H 2.1106 3.8886 -18.8291
H 3.2620 3.5690 -20.0135
H 3.7858 3.6300 -18.2682
H 1.5258 1.8358 -19.3502
H 2.1298 1.6919 -17.7785
H 4.4995 1.1489 -19.2284
H 3.2030 0.4253 -20.2313
H 2.2052 -2.3043 -18.2849
H 2.0364 -1.2952 -19.7227
H 1.4698 -0.8766 -17.9594
H 4.6741 -1.7549 -19.6320
H 5.5715 -0.6199 -18.6761
H 4.0120 -3.0895 -17.7819
H 5.6886 -2.7012 -17.3756
H 3.5497 -2.1418 -15.6597
H 5.0523 -1.4210 -15.4991
H 2.9638 0.2892 -16.2554
H 4.5775 0.5081 -16.8235
C 0.8052 8.0964 -20.7102
F 0.1905 9.2707 -20.7139
F 2.0774 8.2107 -20.9577
F 0.6500 7.4302 -19.5664
S 0.0908 7.0496 -22.1578
O -1.3639 7.0388 -21.9377
O 0.5779 7.6415 -23.3834
O 0.6628 5.6947 -22.0570
C 5.3111 7.3483 -19.1161
F 4.1574 7.7814 -18.5419
F 6.3152 7.6779 -18.3532
F 5.2941 6.0084 -19.2195
S 5.4488 8.1978 -20.8355
O 4.5833 7.4385 -21.7457
O 5.0629 9.5889 -20.6905
O 6.8578 8.0677 -21.2177

Properties
Calculated total energy (hartree): -3658.9261
F_max (Eh/bohr): 0.074
Frontier orbital gap (eV): 4.458
HOMO (Ha): -0.5444
Charge: +4

(2)
ORCA calculation (ωB97M-V with the def2-TZVPD basis set) on a cluster of 11 separate species, C30H69N8O15 in total in a non-equilibrium geometry.

Element x y z (Å)
C 1.3651 -1.2404 1.3588
C 0.5968 -0.4079 0.3689
C -0.7143 0.0888 1.0594
O 1.2137 0.5640 -0.2927
H 2.1346 -1.8366 0.8459
H 0.7158 -2.0792 1.6800
H 1.7939 -0.8268 2.2740
H 0.1496 -1.1115 -0.3945
H -1.2553 -0.7634 1.5190
H -1.4204 0.5184 0.3330
H -0.5429 0.8373 1.8457
C -1.9346 3.4131 1.6072
O -1.4207 4.7456 1.5009
C -1.7085 5.4414 0.3850
O -2.3560 5.0647 -0.5542
O -1.1816 6.6827 0.4758
C -1.3823 7.4998 -0.6477
H -1.2837 2.6567 1.1696
H -2.9330 3.3426 1.1979
H -1.9334 3.1837 2.6715
H -0.9285 8.4581 -0.4232
H -2.4570 7.6461 -0.8166
H -0.9654 7.1153 -1.5792
C -1.9658 -4.2414 1.1317
O -3.0389 -3.6026 1.8240
C -2.8149 -2.9167 2.9301
O -1.7950 -2.7503 3.5123
O -4.0061 -2.4336 3.3344
C -3.9937 -1.7313 4.5643
H -1.6244 -5.1143 1.7041
H -1.0897 -3.6265 0.9488
H -2.3820 -4.6243 0.2060
H -3.4862 -0.7734 4.4420
H -3.4073 -2.3011 5.2957
H -5.0111 -1.6388 4.9012
C 0.3723 -3.8437 -1.8552
C 0.9358 -5.0429 -1.1587
O 0.9818 -5.0990 0.1021
N 1.4010 -6.0928 -1.9378
C 1.4336 -6.1332 -3.4045
H -0.7019 -3.9154 -2.0433
H 0.8535 -3.6539 -2.8187
H 0.5246 -2.9713 -1.2362
H 1.8042 -6.8249 -1.3856
H 0.5990 -5.5921 -3.8514
H 1.4149 -7.1697 -3.7287
H 2.3045 -5.5982 -3.8209
C 0.0260 -0.1832 4.4936
C -1.2390 0.5618 4.8703
O -1.6618 1.4587 4.1949
N -1.8645 0.1256 6.0247
C -3.0157 0.7618 6.5861
H 0.3859 -0.8913 5.2306
H 0.7390 0.6485 4.4021
H -0.0846 -0.5997 3.5063
H -1.3891 -0.5581 6.5675
H -3.6477 0.0062 7.0698
H -3.6293 1.1767 5.7900
H -2.7852 1.5271 7.3282
C 4.9898 -2.7141 0.6539
C 5.5326 -2.2630 -0.6878
O 4.8360 -2.1833 -1.6715
N 6.8922 -1.9875 -0.6648
C 7.6549 -1.3961 -1.7182
H 4.5180 -1.8965 1.1973
H 5.8349 -3.0346 1.2868
H 4.2895 -3.5333 0.6274
H 7.3619 -2.0602 0.2133
H 8.4733 -2.0362 -2.0710
H 8.1124 -0.4581 -1.3725
H 7.0647 -1.1088 -2.5823
C -1.7495 -0.9503 -3.3142
C -0.9495 -1.2628 -4.5344
O 0.2230 -1.5065 -4.4800
N -1.6623 -1.4257 -5.7043
C -1.1198 -1.9938 -6.9021
H -2.2474 -1.8293 -2.9053
H -2.5521 -0.2237 -3.5443
H -1.1276 -0.4368 -2.5837
H -2.6323 -1.1946 -5.7553
H -0.7101 -2.9982 -6.7319
H -0.3390 -1.3769 -7.3465
H -1.9183 -2.1472 -7.6299
C -5.3856 2.2013 -2.2984
C -4.6121 1.3601 -1.3032
O -4.0287 1.8814 -0.3364
N -4.6430 -0.0133 -1.5296
C -4.1149 -0.9999 -0.6636
H -6.3837 1.7810 -2.4912
H -4.8478 2.2106 -3.2473
H -5.5676 3.1762 -1.8714
H -5.1301 -0.3238 -2.3499
H -4.8703 -1.7779 -0.5346
H -3.8854 -0.6266 0.3292
H -3.1849 -1.4186 -1.0509
O 0.0163 1.9929 -3.8097
C -0.7011 2.7294 -3.0574
N -0.8084 2.6094 -1.6704
C -1.4869 3.8689 -3.6326
H -1.4482 3.1881 -1.1477
H -0.2536 1.8825 -1.2018
H -1.3113 4.0492 -4.6838
H -1.3075 4.7785 -3.0468
H -2.5705 3.6998 -3.5179
O 5.2541 1.4599 -0.8678
C 5.1295 1.1891 0.2978
N 3.9595 0.7537 0.7986
C 6.2988 1.4590 1.1940
H 3.0715 0.6344 0.2370
H 3.9101 0.6017 1.7896
H 7.0278 0.6414 1.0480
H 6.0704 1.4731 2.2630
H 6.8467 2.3277 0.8545
O 2.8312 4.9214 1.5094
C 2.2089 3.8653 1.4398
N 1.6776 3.3809 0.2811
C 1.9080 3.0243 2.6668
H 1.9836 3.8775 -0.5385
H 1.3509 2.4023 0.1709
H 1.9267 3.6036 3.5846
H 2.6802 2.2504 2.7193
H 0.9208 2.5675 2.5840

Properties
Calculated total energy (hartree): -2751.3175
F_max (Eh/bohr): 0.073
Frontier orbital gap (eV): 6.385
HOMO (Ha): -0.1546
Charge: -1